<A>
Entry from OMol25: one molecule with the formula C2H5N3S3 (wB97M-V/def2-TZVPD).

The SMILES is NNC(=S)S/C=N/S. Its lowest unoccupied orbital energy is 0.0 eV. As for the HOMO energy: -8.70 eV.

Last columns: bonded neighbours and bond lengths (Å).
Atoms and positions in Å:
1 N 0.461 2.133 0.504  N2 1.397, H9 1.001, H10 1.011
2 N 1.389 1.377 -0.216  N1 1.397, C3 1.366, H11 1.016
3 C 1.686 0.054 -0.046  N2 1.366, S4 1.638, S5 1.783
4 S 3.127 -0.588 -0.488  C3 1.638
5 S 0.432 -0.955 0.717  C3 1.783, C6 1.771
6 C -1.008 -0.378 -0.137  S5 1.771, N7 1.265, H12 1.087
7 N -2.131 -0.450 0.440  C6 1.265, S8 1.715
8 S -3.500 -0.026 -0.502  N7 1.715, H13 1.355
9 H -0.459 2.053 0.117  N1 1.001
10 H 0.474 1.846 1.473  N1 1.011
11 H 2.150 1.935 -0.594  N2 1.016
12 H -0.824 -0.064 -1.161  C6 1.087
13 H -4.378 -0.132 0.525  S8 1.355


<B>
Entry from OMol25: one molecule with the formula C2H5N3S3 (wB97M-V/def2-TZVPD).

The SMILES is NC(=S)N(S)C(N)=S. Its lowest unoccupied orbital energy is -0.5 eV. As for the HOMO energy: -8.32 eV.

Last columns: bonded neighbours and bond lengths (Å).
Atoms and positions in Å:
1 N 1.203 -1.699 0.238  C2 1.282, H9 1.154, H10 1.131
2 C 0.218 -1.059 -0.276  N1 1.282, S3 1.816, N4 1.378
3 S -0.799 -1.569 -1.691  C2 1.816
4 N 0.210 0.224 0.227  C2 1.378, S5 1.759, C6 1.340
5 S 1.498 0.754 1.301  N4 1.759, H11 1.274
6 C -0.580 1.197 -0.244  N4 1.340, N7 1.325, S8 1.747
7 N -1.863 0.918 -0.072  C6 1.325, H12 1.026, H13 1.051
8 S -0.045 2.861 -0.272  C6 1.747
9 H 1.121 -2.828 0.013  N1 1.154
10 H 1.613 -1.726 1.292  N1 1.131
11 H 2.093 1.324 0.330  S5 1.274
12 H -2.042 0.010 -0.516  N7 1.026
13 H -2.627 1.592 -0.331  N7 1.051


It is <B> that is the least stable of them.


<A>
Entry from OMol25: one molecule with the formula C4H8ClN3 (wB97M-V/def2-TZVPD).

The SMILES is N/N=C\C=C(/N)CCl. Its lowest unoccupied orbital energy is 0.7 eV. As for the HOMO energy: -8.43 eV.

Last columns: bonded neighbours and bond lengths (Å).
Atoms and positions in Å:
1 N 0.899 1.977 1.588  N2 1.444, H9 1.057, H10 1.039
2 N 2.055 2.043 0.725  N1 1.444, C3 1.278
3 C 1.947 1.407 -0.378  N2 1.278, C4 1.516, H11 1.141
4 C 0.779 0.650 -0.977  C3 1.516, C5 1.374, H12 1.095
5 C 0.077 -0.321 -0.304  C4 1.374, N6 1.383, C7 1.529
6 N 0.249 -0.715 1.010  C5 1.383, H13 0.951, H14 1.084
7 C -0.609 -1.458 -1.062  C5 1.529, Cl8 1.814, H15 1.159, H16 1.016
8 Cl -2.303 -1.590 -0.426  C7 1.814
9 H 0.975 2.887 2.120  N1 1.057
10 H 0.037 1.936 1.009  N1 1.039
11 H 2.703 1.714 -1.176  C3 1.141
12 H 0.455 0.754 -2.018  C4 1.095
13 H -0.356 -1.352 1.375  N6 0.951
14 H 0.530 -0.040 1.809  N6 1.084
15 H 0.046 -2.370 -0.773  C7 1.159
16 H -0.823 -1.298 -2.042  C7 1.016


<B>
Entry from OMol25: one molecule with the formula C4H8ClN3 (wB97M-V/def2-TZVPD).

The SMILES is N/N=C/[C@@H]1NC[C@H]1Cl. Its lowest unoccupied orbital energy is 1.0 eV. As for the HOMO energy: -8.90 eV.

Last columns: bonded neighbours and bond lengths (Å).
Atoms and positions in Å:
1 N -3.290 0.823 0.326  N2 1.327, H9 0.962, H10 1.011
2 N -1.972 0.675 0.262  N1 1.327, C3 1.323
3 C -1.504 -0.115 -0.690  N2 1.323, C4 1.575, H11 1.092
4 C 0.066 -0.124 -0.812  C3 1.575, N5 1.529, C7 1.558, H12 1.095
5 N 0.344 -1.606 -1.066  C4 1.529, C6 1.558, H13 1.100
6 C 1.225 -1.684 0.217  N5 1.558, C7 1.523, H14 1.248, H15 1.234
7 C 0.912 -0.219 0.493  C4 1.558, C6 1.523, Cl8 1.735, H16 1.157
8 Cl 2.054 1.086 0.565  C7 1.735
9 H -3.572 0.734 1.241  N1 0.962
10 H -3.727 0.212 -0.350  N1 1.011
11 H -1.994 -0.392 -1.626  C3 1.092
12 H 0.431 0.641 -1.504  C4 1.095
13 H 0.739 -1.718 -2.087  N5 1.100
14 H 2.441 -1.960 0.264  C6 1.248
15 H 0.803 -2.345 1.170  C6 1.234
16 H 0.198 -0.024 1.381  C7 1.157


It is <B> that is the least stable of them.


<A>
Entry from OMol25: a 2-piece molecular cluster, C3H3N2O3S overall (wB97M-V/def2-TZVPD).

The net charge is -1. Its lowest unoccupied orbital energy is 3.5 eV. As for the HOMO energy: -5.12 eV.

Last columns: bonded neighbours and bond lengths (Å).
Atoms and positions in Å:
1 C 0.734 0.614 -0.536  C2 1.200, C3 1.524
2 C 0.670 -0.386 0.124  C1 1.200, S9 1.753
3 C 0.643 1.949 -1.267  C1 1.524, H10 1.224, H11 1.169, H12 1.136
4 N -2.135 -0.342 0.378  N5 1.119
5 N -3.222 -0.440 0.625  N4 1.119
6 O 0.307 -2.938 0.127  S9 1.474
7 O -0.923 -1.486 1.713  S9 1.496
8 O 1.429 -1.903 2.102  S9 1.452
9 S 0.393 -1.824 1.087  C2 1.753, O6 1.474, O7 1.496, O8 1.452
10 H 1.643 2.066 -1.964  C3 1.224
11 H 0.732 2.783 -0.451  C3 1.169
12 H -0.272 1.906 -1.938  C3 1.136


<B>
Entry from OMol25: a 2-piece molecular cluster, C3H3N2O3S overall (wB97M-V/def2-TZVPD).

The net charge is -1. Its lowest unoccupied orbital energy (alpha / beta) is 2.6 / 3.1 eV. As for the HOMO energy (alpha / beta): -4.66 / -4.95 eV.

Last columns: bonded neighbours and bond lengths (Å).
Atoms and positions in Å:
1 C -0.657 0.481 0.777  N4 1.325, N5 1.445, O6 1.221
2 C -2.109 0.332 -0.760  N4 1.302, O7 1.180, O8 1.567
3 C 2.077 -0.139 -0.136  S9 1.829, H10 1.121, H11 1.101, H12 1.123
4 N -1.232 1.131 -0.223  C1 1.325, C2 1.302
5 N -1.091 -0.896 0.820  C1 1.445, O8 1.275
6 O 0.279 0.840 1.475  C1 1.221
7 O -2.880 0.349 -1.653  C2 1.180
8 O -2.051 -1.041 -0.007  C2 1.567, N5 1.275
9 S 0.958 -1.531 -0.529  C3 1.829
10 H 1.880 0.071 0.947  C3 1.121
11 H 1.663 0.818 -0.485  C3 1.101
12 H 3.163 -0.415 -0.226  C3 1.123


It is <B> that is the least stable of them.